Formula: C9H19N3O3S
Source: the Open Molecules 2025 dataset
Level of theory: wB97M-V/def2-TZVPD

```
35
Properties=species:S:1:pos:R:3:lowdin_charge:R:1
C 0.6853 1.8733 2.8767 -0.365
C 0.9224 0.9006 1.7993 -0.433
C 0.0637 1.4252 4.3063 -0.523
C -0.7698 -0.4106 0.2781 -0.144
C -0.6732 -1.8397 0.9554 -0.269
C 0.5078 -0.5964 -0.7846 -0.127
C -0.0759 -1.2425 -2.1296 -0.215
C 0.9941 -0.9870 -3.1743 -0.238
C 0.5944 -1.3536 -4.6958 -0.389
H 0.0912 3.4314 1.6623 0.139
H -0.2916 3.3958 3.3348 0.086
H 1.7324 2.2939 3.3191 0.190
H 0.6982 0.6748 4.6850 0.055
H 0.0269 2.3950 4.8872 0.083
H -1.9516 1.6440 3.1559 -0.046
H -1.0785 1.2593 1.5549 0.078
H -1.6617 -0.0206 -0.2422 0.154
H 0.9939 0.5016 -0.8968 0.152
H 1.1176 -1.5331 -0.2961 0.146
H -0.2171 -2.3216 -1.8598 0.121
H -0.8905 -0.6947 -2.6150 0.078
H 1.4147 0.0264 -3.1763 0.099
H 1.9187 -1.3758 -2.8828 0.078
H 1.2865 -0.9912 -5.4364 0.078
H 0.7354 -2.5001 -4.7882 0.130
H -1.4836 -1.8316 -4.9880 0.198
H -0.9702 0.2477 -4.7031 0.173
H -1.4528 -1.2541 2.7343 -0.010
N -0.3546 2.8451 2.4524 -0.043
N -0.3072 0.6978 1.1538 0.051
N -0.6311 -0.8457 -5.1594 -0.128
O 2.0258 0.2966 1.7638 0.050
O 0.0058 -2.8095 0.4591 0.025
O -1.4289 -2.0529 2.1908 0.024
S -1.5764 0.7521 4.2592 0.740
```

E_tot in hartree: -1142.2942
Max |F| in eV Å⁻¹: 6.65
HOMO-LUMO gap in eV: 9.0
LUMO energy in Ha: 0.0088

Formula: C22H29NO4
Source: the Open Molecules 2025 dataset
Level of theory: wB97M-V/def2-TZVPD

```
56
Properties=species:S:1:pos:R:3:lowdin_charge:R:1
C 0.0286 -1.1851 -4.4137 -0.084
O -1.2167 -0.5922 -4.1470 -0.065
C -1.5131 -0.2720 -2.8555 -0.199
C -0.6749 -0.4609 -1.7723 -0.002
C -1.0747 -0.0922 -0.4941 -0.044
C -2.3169 0.4713 -0.2775 -0.248
C -2.7343 0.9361 1.0902 -0.123
C -2.7094 2.4721 1.1780 -0.165
N -1.4240 3.0041 0.7928 0.072
C -0.4887 3.3866 1.6904 -0.520
O -0.7096 3.4843 2.8789 0.061
C 0.8634 3.7035 1.0637 -0.101
C 1.5314 2.4379 0.5231 -0.155
C 1.7392 1.4057 1.6290 -0.202
O 2.1476 0.2052 1.0120 -0.070
C 2.3081 -0.9152 1.7828 -0.219
C 2.1574 -0.9297 3.1633 -0.022
C 2.3360 -2.1109 3.8622 -0.082
C 2.6616 -3.2741 3.1957 -0.060
C 2.8147 -3.2749 1.8143 -0.238
C 3.1665 -4.5438 1.0985 -0.046
C 2.6390 -2.0938 1.0979 -0.158
C 2.7982 -2.0744 -0.3937 -0.030
C -3.1701 0.6579 -1.3655 0.025
C -2.7913 0.2942 -2.6443 -0.191
O -3.5596 0.4376 -3.7608 -0.063
C -4.8536 0.9642 -3.6178 -0.085
H 0.8588 -0.5233 -4.1437 0.096
H 0.0455 -1.3618 -5.4879 0.094
H 0.1423 -2.1396 -3.8886 0.096
H 0.3022 -0.8964 -1.9022 0.091
H -0.4004 -0.2609 0.3308 0.106
H -3.7449 0.5934 1.3194 0.118
H -2.0546 0.5287 1.8399 0.117
H -3.4748 2.8983 0.5230 0.118
H -2.8924 2.7932 2.2052 0.120
H -1.1480 2.8436 -0.1634 0.137
H 1.4904 4.1548 1.8335 0.122
H 0.7282 4.4236 0.2549 0.120
H 0.9171 1.9793 -0.2554 0.101
H 2.4971 2.6868 0.0797 0.121
H 0.7993 1.2545 2.1769 0.124
H 2.5001 1.7568 2.3389 0.142
H 1.9041 -0.0313 3.7029 0.104
H 2.2183 -2.1143 4.9355 0.103
H 2.7991 -4.1918 3.7483 0.105
H 3.2573 -5.3678 1.8014 0.075
H 2.4017 -4.7965 0.3649 0.083
H 4.1118 -4.4363 0.5673 0.083
H 2.6610 -1.0655 -0.7692 0.070
H 3.7909 -2.4225 -0.6772 0.085
H 2.0673 -2.7338 -0.8623 0.083
H -4.1439 1.0878 -1.1893 0.111
H -5.2816 0.9670 -4.6190 0.095
H -4.8338 1.9897 -3.2324 0.096
H -5.4732 0.3428 -2.9623 0.097
```

E_tot in hartree: -1211.4365
Max |F| in eV Å⁻¹: 0.63
Structure (SMILES): COc1ccc(CCNC(=O)CCCOc2cccc(C)c2C)cc1OC
HOMO-LUMO gap in eV: 8.8
LUMO energy in Ha: 0.0252

Formula: C19H23N4O2RbS3
Source: the Open Molecules 2025 dataset
Level of theory: wB97M-V/def2-TZVPD

```
52
Properties=species:S:1:pos:R:3:lowdin_charge:R:1
Rb 9.3191 11.9339 8.9084 0.854
C 9.6552 15.2970 13.0864 -0.055
C 8.4741 14.7286 12.3924 -0.292
C 7.4184 14.1021 13.0976 -0.019
C 6.4835 13.3530 12.3760 -0.072
C 6.5529 13.3053 10.9880 -0.112
C 7.4618 14.0833 10.2796 -0.171
C 8.4383 14.7560 11.0185 -0.083
H 9.5960 15.1340 14.1608 0.076
H 9.7016 16.3878 12.9657 0.088
H 10.5862 14.8506 12.6808 0.093
H 7.3579 14.1400 14.1844 0.114
H 5.7180 12.7556 12.8748 0.110
H 5.8770 12.6277 10.4348 0.110
H 7.3696 14.1645 9.1953 0.069
H 9.2730 15.2400 10.5052 0.121
O 8.5024 8.4400 7.3384 -0.089
C 9.4784 7.5199 7.3562 -0.302
C 9.6346 6.6081 6.3074 -0.024
C 10.5985 5.6126 6.3870 -0.089
C 11.5098 5.6340 7.4479 -0.119
C 11.4240 6.5537 8.4741 -0.012
C 10.3551 7.5112 8.4507 -0.091
C 10.1047 8.4460 9.5292 -0.337
O 9.1558 9.3556 9.3958 -0.212
N 10.9473 8.4727 10.6208 0.021
N 10.5544 9.3405 11.4908 -0.145
C 11.1424 9.5310 12.6321 -0.892
S 10.7330 11.0123 13.5279 0.857
C 11.9610 10.8662 14.8618 -0.528
C 12.6629 9.5039 14.8704 -0.533
S 12.1228 8.3424 13.5616 0.859
H 8.6585 8.9626 8.3867 0.002
H 8.9324 6.6859 5.4418 0.124
H 10.6895 4.8182 5.6209 0.110
H 12.2896 4.8943 7.5010 0.090
H 12.1113 6.4757 9.3270 0.114
H 11.4853 11.0355 15.8231 0.064
H 12.6688 11.6702 14.7251 0.056
H 12.5341 8.9132 15.8104 0.071
H 13.7696 9.6870 14.7437 0.080
C 5.6590 9.5054 7.0732 -0.078
N 6.6575 10.5590 6.9484 -0.066
C 6.3363 11.8301 6.6482 -0.911
N 4.9746 12.1197 6.7729 0.088
S 7.4862 13.0117 6.2236 0.499
H 6.2009 8.5333 7.0558 0.091
H 4.9466 9.5582 6.2142 0.101
H 5.0967 9.5987 8.0315 0.094
H 7.5554 10.1815 6.6537 0.099
H 4.4249 11.4996 7.3684 0.085
H 4.7158 13.1001 6.7682 0.092
```

E_tot in hartree: -2325.9637
Max |F| in eV Å⁻¹: 5.26
HOMO-LUMO gap (alpha / beta) in eV: 6.3 / 6.3
LUMO energy (alpha / beta) in Ha: -0.0046 / -0.0046

Formula: C5H7N
Source: the Open Molecules 2025 dataset
Level of theory: wB97M-V/def2-TZVPD

```
13
Properties=species:S:1:pos:R:3:lowdin_charge:R:1
C -2.7634 -0.3233 0.1301 0.126
C 0.6859 1.2747 0.6094 -0.111
C 0.8024 0.3162 -0.5981 -0.424
C -0.3789 1.1335 -0.5385 -0.093
C 0.9636 -1.0708 -0.0789 -0.120
N -1.6610 0.1500 -0.0373 0.062
H -3.7227 -0.5125 -0.2610 0.059
H 0.3769 0.7661 1.5428 0.096
H 1.1911 2.1612 0.7251 0.043
H 1.3918 0.5743 -1.5154 0.141
H 0.3740 -1.2675 0.8050 0.062
H 1.9979 -1.4349 0.1305 0.085
H 0.7424 -1.7669 -0.9137 0.075
```

E_tot in hartree: -249.2503
Max |F| in eV Å⁻¹: 6.94
HOMO-LUMO gap (alpha / beta) in eV: 7.7 / 7.8
LUMO energy (alpha / beta) in Ha: 0.0023 / 0.0023

Formula: C5H8O
Source: the Open Molecules 2025 dataset
Level of theory: wB97M-V/def2-TZVPD

```
14
Properties=species:S:1:pos:R:3:lowdin_charge:R:1
C -2.2315 0.7873 -0.1963 -0.109
C -1.2397 -0.2859 -0.6328 -0.263
C 0.1387 0.1608 -0.8472 -0.048
C 1.3101 0.1144 -0.5561 -0.009
C 2.2719 -0.5888 0.3148 -0.288
O 2.9746 0.2085 1.2304 -0.058
H -2.1353 1.6858 -0.8102 0.074
H -3.2523 0.4075 -0.2845 0.070
H -2.0589 1.0692 0.8474 0.075
H -1.0970 -1.0069 0.1888 0.117
H -1.6030 -0.8653 -1.4854 0.109
H 2.9967 -1.1782 -0.2475 0.118
H 1.6007 -1.2991 0.8332 0.122
H 2.3250 0.7906 1.6453 0.090
```

E_tot in hartree: -270.4477
Max |F| in eV Å⁻¹: 0.66
Structure (SMILES): CCC#CCO
HOMO-LUMO gap in eV: 10.3
LUMO energy in Ha: 0.0331

Formula: C2H6P2
Source: the Open Molecules 2025 dataset
Level of theory: wB97M-V/def2-TZVPD

```
10
Properties=species:S:1:pos:R:3:lowdin_charge:R:1
H 1.6057 0.6173 -1.9892 -0.220
P 0.3727 0.0806 -2.1197 0.787
C 0.1182 0.1245 -0.3585 -1.048
C -1.1657 -0.5821 0.1061 -0.282
P 0.7807 1.2024 0.8486 0.726
H -1.5096 -1.4169 -0.6332 0.091
H -1.9903 0.0009 0.4950 0.064
H -0.9993 -1.1875 0.9126 0.003
H 2.2218 0.9371 0.6726 -0.087
H 0.5658 0.2237 2.0659 -0.035
```

E_tot in hartree: -762.4046
Max |F| in eV Å⁻¹: 4.10
Structure (SMILES): [H]/P=C(/C)P
HOMO-LUMO gap in eV: 8.2
LUMO energy in Ha: -0.0107

Formula: C5H32N2O10
Source: the Open Molecules 2025 dataset
Level of theory: wB97M-V/def2-TZVPD

```
49
Properties=species:S:1:pos:R:3:lowdin_charge:R:1
C -0.9563 3.4004 -0.6174 -0.033
C -1.0486 2.2598 0.4592 -0.292
C -0.1187 1.2957 0.6880 -0.112
N 0.8682 0.8042 -0.2268 0.089
C -2.2640 2.5008 1.2234 -0.223
C -2.8863 1.2004 1.8468 -0.300
N -2.1945 0.3978 2.8942 -0.033
H -1.9160 3.7084 -0.8997 0.040
H -0.1763 3.2961 -1.3091 0.046
H -0.7080 4.2992 -0.0544 0.082
H -0.1269 0.6072 1.5427 0.102
H 1.1266 -0.0627 0.0276 0.024
H 0.7644 1.0949 -1.1557 0.048
H -3.1768 2.8872 0.4193 0.175
H -2.2100 3.4166 1.9584 0.140
H -3.8601 1.6647 2.2533 0.122
H -2.9856 0.5689 0.9651 0.076
H -1.2257 0.7249 2.8398 0.020
H -2.5923 0.8024 3.8823 0.135
O 3.6336 -0.5734 -2.8438 -0.064
H 2.6940 -0.5848 -2.8342 -0.029
H 4.0026 -1.2579 -2.2737 0.033
O -1.1730 -1.6274 -2.5151 -0.056
H -0.9085 -2.4684 -2.0722 0.042
H -0.4319 -1.6538 -3.0971 0.005
O 3.4693 -0.6209 1.8304 -0.042
H 3.7973 -0.7878 2.6416 -0.012
H 2.7487 0.0695 1.9293 0.063
O 2.7585 2.0164 1.4414 -0.011
H 3.5656 2.3517 1.1812 0.014
H 2.2836 1.8862 0.6552 -0.027
O 1.4830 -3.0750 -2.3738 -0.092
H 2.0150 -2.5666 -1.7198 0.000
H 1.6407 -4.0134 -2.0381 0.087
O 1.8028 1.0434 -3.3161 -0.014
H 0.9400 1.0446 -3.4960 -0.025
H 2.4871 1.5857 -3.7730 0.103
O -1.8186 -2.7449 0.4582 0.010
H -2.1116 -2.3528 -0.3266 -0.018
H -1.9104 -2.0702 1.0775 -0.013
O -0.8881 -3.3787 3.1778 -0.033
H -1.0098 -3.8810 2.3892 0.005
H -1.4169 -2.6296 2.9594 -0.013
O 2.9464 -2.3754 0.1790 -0.114
H 3.7605 -2.1544 0.6802 0.043
H 2.1364 -2.2509 0.7612 0.072
O -3.7632 -0.3062 -1.5953 -0.034
H -4.0158 -1.2490 -1.6917 0.057
H -3.0302 -0.2417 -2.1322 -0.044
```

E_tot in hartree: -1071.4622
Max |F| in eV Å⁻¹: 6.14
Structure (SMILES): C/C(=C\N)CCN.O.O.O.O.O.O.O.O.O.O
HOMO-LUMO gap in eV: 8.3
LUMO energy in Ha: 0.0058

Formula: C3H6N2O4
Source: the Open Molecules 2025 dataset
Level of theory: wB97M-V/def2-TZVPD

```
15
Properties=species:S:1:pos:R:3:lowdin_charge:R:1
C 4.0027 1.2009 0.2339 -0.471
C -1.4450 1.0719 -0.3582 -0.008
C -1.1412 -0.3365 0.0319 -0.338
N 0.1199 -0.6297 0.0541 -0.283
N -2.2833 -1.1414 0.1503 0.094
O 3.9206 2.2448 -0.1831 0.234
O 4.1553 0.1414 0.6616 0.196
O 1.0682 0.2056 0.0337 -0.080
O 0.4185 -2.0336 0.2414 -0.009
H -2.3023 1.0200 -0.9587 0.057
H -1.5899 1.6760 0.5524 0.106
H -0.6903 1.5866 -0.8964 0.070
H -3.2181 -0.7161 -0.1083 0.117
H 1.3121 -2.2942 -0.2595 0.177
H -2.3272 -1.9959 0.8049 0.137
```

E_tot in hartree: -528.2845
Max |F| in eV Å⁻¹: 3.76
HOMO-LUMO gap in eV: 8.5
LUMO energy in Ha: 0.0232

Formula: C19H11Br2N7O5V
Source: the Open Molecules 2025 dataset
Level of theory: wB97M-V/def2-TZVPD

```
45
Properties=species:S:1:pos:R:3:lowdin_charge:R:1
V 11.9837 12.0766 4.0902 1.305
Br 18.4132 10.9677 3.6907 0.955
C 16.6623 11.4095 4.2787 -0.568
C 16.2478 12.7421 4.5268 0.008
C 14.8656 12.9184 4.6866 -0.034
N 13.9415 11.9157 4.6256 -0.026
C 14.4065 10.6362 4.5096 -0.164
C 15.7293 10.3689 4.3395 -0.025
C 13.3957 9.4992 4.5160 -0.153
C 13.6550 8.1605 4.4709 0.014
C 12.5402 7.2795 4.4458 -0.605
Br 12.7356 5.4716 4.0034 0.970
C 11.2229 7.7245 4.5690 -0.016
C 11.1089 9.1362 4.6262 -0.035
N 12.1234 10.0000 4.5837 0.010
H 16.9320 13.5696 4.5702 0.136
H 14.4541 13.9110 4.7907 0.119
H 16.0412 9.3407 4.1136 0.135
H 14.6350 7.7135 4.3442 0.134
H 10.3420 7.0937 4.4860 0.139
H 10.1571 9.5739 4.7916 0.116
C 12.7389 16.0427 3.2417 0.055
C 11.2444 15.6994 3.2910 -0.292
N 10.7328 14.4948 3.5308 0.153
C 9.3663 14.7133 3.5486 -0.123
C 9.0810 15.9791 3.3760 -0.066
N 10.2904 16.6052 3.1993 0.223
C 8.0530 16.9246 3.7062 -0.487
O 6.8087 16.4693 3.7475 0.169
O 8.4056 18.0316 3.7506 0.215
C 9.0465 12.4320 4.5377 -0.442
O 7.8854 11.7257 4.3926 0.179
O 10.0891 11.9991 5.0354 0.039
H 12.9284 16.6971 4.1007 0.112
H 12.9844 16.4929 2.2900 0.103
H 13.3167 15.1231 3.3128 0.045
H 10.2611 17.6298 3.2080 0.204
H 6.1151 17.1579 3.8145 0.177
O 11.8899 12.1032 2.5280 -0.090
N 8.6144 13.5721 4.0605 0.208
C 7.2442 12.9376 3.9572 -0.224
C 6.3642 13.6176 5.1281 -0.032
N 6.1896 14.1855 6.1154 0.232
C 6.5127 12.7018 2.6544 -0.049
N 5.6661 12.1355 2.1331 0.278
```

Total charge: +3
E_tot in hartree: -7581.0178
Max |F| in eV Å⁻¹: 4.88
HOMO-LUMO gap (alpha / beta) in eV: 4.5 / 4.5
LUMO energy (alpha / beta) in Ha: -0.5130 / -0.5129

Formula: C6H10N4O2P
Source: the Open Molecules 2025 dataset
Level of theory: wB97M-V/def2-TZVPD

```
23
Properties=species:S:1:pos:R:3:lowdin_charge:R:1
C -3.3763 -0.1720 -0.1038 -0.349
C -1.2245 0.6322 0.6693 -0.559
C 0.9682 0.0838 0.1316 -0.531
C 1.8610 -0.1195 1.3615 -0.074
C 1.8538 -0.4933 -0.8995 -0.144
C -0.9758 -1.4547 -0.5310 -0.037
N -4.1642 -0.8904 -0.5445 0.146
N -0.2116 1.9624 -1.5985 -0.331
N -0.4398 -0.4323 0.3510 -0.028
N -2.6254 0.6741 0.5662 0.162
O -0.7534 1.5467 1.3506 -0.015
O 1.7955 2.6319 0.2354 -0.417
P 0.7173 1.8264 -0.4415 0.397
H 2.7016 0.4573 1.2933 0.037
H 2.2433 -1.0844 1.5369 0.061
H 1.3338 0.3016 2.2133 0.080
H 2.8358 -0.2841 -0.7873 0.042
H 1.5742 -0.1506 -1.8760 0.053
H 1.8562 -1.6405 -1.0885 0.114
H -0.4250 -1.3479 -1.5870 0.135
H -0.7908 -2.4411 -0.1078 0.085
H -2.0326 -1.2759 -0.5670 0.011
H -2.7215 1.6704 0.4232 0.163
```

Total charge: -1
E_tot in hartree: -945.4601
Max |F| in eV Å⁻¹: 6.13
HOMO-LUMO gap in eV: 7.4
LUMO energy in Ha: 0.1259